(1)
Below is a 9-piece molecular cluster, C46H78BrF9N8O5S2 overall at a distorted geometry, with properties calculated with wB97M-V/def2-TZVPD.

Positions of all 149 atoms, in Å:
C1 1.687 -0.842 -0.897
C2 1.481 0.662 -1.420
C3 2.756 1.619 -1.126
C4 2.170 3.032 -0.647
C5 2.218 3.313 0.957
Br1 1.921 1.688 2.115
O1 3.663 3.508 1.147
S1 3.836 4.520 2.477
O2 3.968 3.706 3.725
O3 5.112 5.301 2.382
O4 2.421 5.352 2.218
C6 1.437 4.648 1.352
C7 0.180 4.572 2.313
C8 -1.042 3.711 1.756
C9 -1.794 4.352 0.486
C10 -1.733 3.315 -0.745
C11 -3.108 3.121 -1.515
F1 -4.035 4.169 -1.289
F2 -2.779 3.287 -2.900
C12 -3.746 1.673 -1.444
F3 -2.830 0.793 -2.052
F4 -4.889 1.692 -2.267
S2 -4.222 1.003 0.219
F5 -4.395 -0.518 -0.482
F6 -2.685 0.571 0.631
F7 -4.160 2.453 0.988
F8 -5.838 1.247 -0.157
F9 -4.733 0.326 1.639
C13 1.368 5.692 0.119
O5 1.045 6.966 0.707
C14 0.042 7.678 -0.052
H1 0.835 -1.182 -0.226
H2 2.683 -0.882 -0.361
H3 1.748 -1.497 -1.822
H4 1.314 0.694 -2.553
H5 0.548 1.157 -0.973
H6 3.287 1.767 -2.132
H7 3.516 1.156 -0.431
H8 1.136 3.200 -1.071
H9 2.853 3.819 -1.124
H10 0.512 4.065 3.287
H11 -0.228 5.586 2.630
H12 -1.804 3.648 2.610
H13 -0.669 2.655 1.594
H14 -2.842 4.594 0.832
H15 -1.311 5.325 0.174
H16 -0.980 3.774 -1.477
H17 -1.252 2.320 -0.446
H18 2.379 5.781 -0.409
H19 0.628 5.340 -0.664
H20 0.363 8.774 -0.059
H21 -0.990 7.677 0.444
H22 -0.014 7.327 -1.140
C15 3.861 -3.674 3.750
C16 5.242 -3.267 3.252
C17 5.481 -1.757 3.308
C18 4.603 -1.021 2.395
N1 3.909 -0.443 1.682
H23 3.070 -3.261 3.119
H24 3.762 -4.762 3.737
H25 3.698 -3.332 4.776
H26 5.379 -3.633 2.229
H27 5.996 -3.762 3.871
H28 6.521 -1.551 3.038
H29 5.342 -1.393 4.330
C19 7.585 -1.415 -3.213
C20 7.063 -0.499 -2.112
C21 5.936 -1.126 -1.290
C22 4.729 -1.355 -2.087
N2 3.786 -1.547 -2.716
H30 6.810 -1.632 -3.953
H31 8.419 -0.940 -3.734
H32 7.940 -2.363 -2.799
H33 6.727 0.443 -2.556
H34 7.892 -0.256 -1.440
H35 5.691 -0.460 -0.463
H36 6.274 -2.068 -0.848
C23 -0.238 12.938 0.278
C24 -1.670 12.705 0.744
C25 -1.943 11.256 1.148
C26 -1.843 10.333 0.014
N3 -1.757 9.609 -0.874
H37 -0.014 12.367 -0.627
H38 -0.083 13.994 0.051
H39 0.478 12.650 1.052
H40 -2.361 13.013 -0.046
H41 -1.865 13.350 1.606
H42 -2.951 11.189 1.569
H43 -1.250 10.950 1.938
C27 -0.321 -1.591 -5.755
C28 0.428 -2.891 -6.028
C29 0.175 -3.967 -4.971
C30 0.697 -3.591 -3.656
N4 1.096 -3.289 -2.620
H44 0.015 -1.126 -4.824
H45 -0.144 -0.879 -6.565
H46 -1.399 -1.763 -5.684
H47 1.499 -2.680 -6.103
H48 0.110 -3.279 -7.001
H49 0.656 -4.895 -5.289
H50 -0.895 -4.176 -4.898
C31 -3.747 -2.237 3.208
C32 -5.139 -2.550 3.741
C33 -5.140 -2.935 5.221
C34 -4.430 -4.193 5.464
N5 -3.865 -5.176 5.655
H51 -3.096 -3.114 3.253
H52 -3.805 -1.921 2.166
H53 -3.279 -1.432 3.781
H54 -5.584 -3.350 3.142
H55 -5.770 -1.665 3.610
H56 -6.174 -3.041 5.560
H57 -4.693 -2.135 5.817
C35 -6.426 -1.053 -5.048
C36 -6.171 -1.969 -3.857
C37 -4.719 -1.940 -3.377
C38 -3.791 -2.481 -4.375
N6 -3.063 -2.900 -5.161
H58 -5.855 -1.369 -5.925
H59 -7.484 -1.073 -5.317
H60 -6.155 -0.021 -4.815
H61 -6.462 -2.991 -4.118
H62 -6.816 -1.654 -3.031
H63 -4.636 -2.533 -2.462
H64 -4.430 -0.918 -3.118
C39 -0.985 -6.343 4.271
C40 -0.702 -7.192 5.502
C41 0.732 -7.044 6.017
C42 1.721 -7.557 5.064
N7 2.497 -7.954 4.315
H65 -0.369 -6.652 3.422
H66 -2.031 -6.446 3.977
H67 -0.792 -5.286 4.470
H68 -0.915 -8.240 5.275
H69 -1.390 -6.891 6.298
H70 0.829 -7.595 6.957
H71 0.943 -5.995 6.242
C43 -0.657 -7.444 -0.989
C44 0.210 -8.611 -1.448
C45 1.382 -8.178 -2.330
C46 0.939 -7.614 -3.607
N8 0.590 -7.163 -4.606
H72 -1.137 -6.945 -1.835
H73 -1.446 -7.801 -0.324
H74 -0.064 -6.704 -0.446
H75 -0.414 -9.337 -1.978
H76 0.608 -9.117 -0.563
H77 2.015 -9.048 -2.530
H78 2.002 -7.451 -1.799

Summary:
M in g mol⁻¹: 1138.2
Structure (SMILES): CCCC[C@@]1(Br)OS(=O)(=O)O[C@@]1(CCCCC(F)(F)C(F)(F)S(F)(F)(F)(F)F)COC.CCCC#N.CCCC#N.CCCC#N.CCCC#N.CCCC#N.CCCC#N.CCCC#N.CCCC#N
Highest occupied orbital energy in eV: -9.76
Net charge: 0
Kohn-Sham gap in Eh: 0.3099

Löwdin population analysis, charges in e, atoms 1 to 6: number 1, C, carries -0.157; number 2, C, carries -0.230; number 3, C, carries -0.195; number 4, C, carries -0.149; number 5, C, carries -0.618; number 6, Br, carries 0.853



(2)
Below is C41H33AsN3PtSe2 as an isolated structure, with properties calculated with wB97M-V/def2-TZVPD.

Positions of all 81 atoms, in Å:
Pt1 0.109 0.894 -0.575
Se1 -1.968 -1.273 0.349
Se2 -0.108 -1.188 1.769
C1 0.186 0.678 2.231
C2 0.269 0.963 3.581
C3 0.634 2.242 3.987
C4 0.870 3.206 3.029
C5 0.744 2.865 1.693
N1 0.427 1.631 1.301
C6 -1.206 -1.477 -1.426
C7 -1.553 -2.598 -2.158
C8 -1.033 -2.761 -3.434
C9 -0.147 -1.819 -3.926
C10 0.165 -0.726 -3.140
N2 -0.386 -0.540 -1.940
H1 0.051 0.187 4.302
H2 0.718 2.473 5.041
H3 1.146 4.218 3.289
H4 0.903 3.589 0.906
H5 -2.205 -3.339 -1.719
H6 -1.298 -3.630 -4.021
H7 0.311 -1.925 -4.899
H8 0.876 0.024 -3.455
N3 1.921 -0.005 -0.618
C11 3.000 0.657 -0.542
C12 3.122 2.147 -0.427
C13 2.465 2.993 -1.315
C14 2.554 4.372 -1.180
C15 3.311 4.920 -0.152
C16 3.989 4.083 0.725
C17 3.905 2.706 0.582
C18 4.294 -0.099 -0.592
C19 5.441 0.469 -1.141
C20 6.619 -0.260 -1.213
C21 6.666 -1.555 -0.719
C22 5.528 -2.124 -0.160
C23 4.348 -1.402 -0.102
H9 1.889 2.566 -2.127
H10 2.045 5.016 -1.886
H11 3.387 5.995 -0.047
H12 4.594 4.505 1.517
H13 4.448 2.054 1.256
H14 5.412 1.483 -1.519
H15 7.503 0.185 -1.651
H16 7.588 -2.120 -0.766
H17 5.564 -3.132 0.233
H18 3.449 -1.835 0.318
C24 -5.996 -0.078 -1.736
C25 -5.753 0.459 -0.479
C26 -4.588 1.173 -0.239
C27 -3.665 1.368 -1.261
C28 -3.911 0.829 -2.520
C29 -5.074 0.107 -2.754
As1 -1.959 2.245 -0.955
C30 -1.795 3.261 -2.585
C31 -2.847 4.060 -3.029
C32 -2.729 4.765 -4.216
C33 -1.564 4.670 -4.970
C34 -0.520 3.868 -4.537
C35 -0.637 3.164 -3.344
C36 -2.284 3.552 0.430
C37 -2.206 4.921 0.200
C38 -2.382 5.811 1.251
C39 -2.636 5.341 2.532
C40 -2.697 3.975 2.768
C41 -2.508 3.083 1.724
H19 -6.905 -0.634 -1.921
H20 -6.473 0.324 0.318
H21 -4.421 1.589 0.746
H22 -3.203 0.976 -3.328
H23 -5.260 -0.303 -3.739
H24 -3.764 4.124 -2.455
H25 -3.547 5.385 -4.558
H26 -1.475 5.221 -5.897
H27 0.386 3.789 -5.124
H28 0.177 2.535 -3.002
H29 -2.003 5.301 -0.793
H30 -2.323 6.876 1.066
H31 -2.781 6.040 3.345
H32 -2.881 3.603 3.768
H33 -2.513 2.017 1.928

Summary:
M in g mol⁻¹: 995.7
Highest occupied orbital energy in eV: -10.21
Net charge: +1
Kohn-Sham gap in Eh: 0.2583
Relative energy (zero: lowest compared OMol25 entry of this formula, charge and spin) in kcal per mole: 0.0

Löwdin population analysis, charges in e, atoms 1 to 6: number 1, Pt, carries 0.814; number 2, Se, carries 0.672; number 3, Se, carries 0.702; number 4, C, carries -0.619; number 5, C, carries -0.095; number 6, C, carries -0.029



(3)
Below is C15H50BNO21 as an isolated structure at a distorted geometry, with properties calculated with wB97M-V/def2-TZVPD.

Positions of all 88 atoms, in Å:
C1 2.430 1.821 -0.581
C2 1.730 0.640 -1.128
C3 2.441 -0.148 -2.161
C4 1.776 -1.587 -2.123
N1 2.511 -2.659 -2.994
C5 3.871 -2.957 -2.219
C6 4.986 -2.820 -3.328
C7 4.381 -1.983 -4.453
C8 2.875 -2.206 -4.360
C9 1.759 -3.899 -2.960
C10 0.399 -3.745 -3.771
C11 -0.354 -4.953 -3.766
H1 3.248 1.639 -0.080
H2 2.120 2.400 0.172
H3 2.518 2.596 -1.381
H4 0.746 0.825 -1.532
H5 1.622 -0.263 -0.295
H6 3.545 -0.206 -1.920
H7 2.251 0.258 -3.110
H8 0.879 -1.505 -2.449
H9 1.514 -2.065 -1.135
H10 3.866 -4.122 -2.033
H11 3.950 -2.354 -1.285
H12 5.318 -3.760 -3.652
H13 5.952 -2.340 -3.004
H14 4.988 -2.374 -5.468
H15 4.492 -0.793 -4.427
H16 2.510 -2.984 -5.042
H17 2.457 -1.223 -4.538
H18 1.514 -4.562 -2.004
H19 2.339 -4.968 -3.503
H20 0.481 -3.536 -4.846
H21 -0.286 -3.132 -3.289
H22 -1.117 -4.665 -4.423
H23 -0.552 -5.082 -2.543
H24 0.022 -5.900 -3.942
O1 -4.179 2.823 0.126
C12 -3.077 2.372 0.468
O2 -2.500 2.813 1.495
B1 -1.416 1.872 1.821
O3 -1.542 0.845 0.790
C13 -2.456 1.094 -0.002
O4 -2.687 0.566 -1.012
O5 -1.483 1.545 3.187
C14 -0.516 1.892 3.770
O6 -0.535 1.847 5.037
C15 0.393 2.425 2.823
O7 -0.089 2.501 1.700
O8 1.472 2.956 3.109
O9 0.809 -0.505 2.852
H25 1.597 -0.660 2.344
H26 0.969 -1.045 3.787
O10 -0.467 -1.961 0.500
H27 0.477 -2.323 0.816
H28 -0.334 -1.132 0.872
O11 2.284 5.399 4.477
H29 2.354 4.845 3.716
H30 3.175 5.170 4.974
O12 -3.592 4.908 -2.029
H31 -4.064 4.481 -1.359
H32 -2.613 4.907 -1.669
O13 -6.804 3.182 0.118
H33 -6.896 2.287 -0.033
H34 -5.831 3.211 0.041
O14 -3.075 -1.692 1.803
H35 -2.832 -1.447 2.780
H36 -2.249 -1.547 1.406
O15 -0.393 0.086 6.898
H37 -0.089 0.622 7.628
H38 -0.277 0.842 6.189
O16 -6.280 0.267 -0.088
H39 -6.183 0.262 0.846
H40 -5.374 0.025 -0.628
O17 -3.267 -2.492 -2.010
H41 -2.712 -1.867 -1.483
H42 -3.962 -1.844 -2.378
O18 -3.850 1.384 5.034
H43 -3.753 2.304 4.983
H44 -2.956 1.070 4.682
O19 -1.611 0.691 -3.584
H45 -2.289 0.809 -4.208
H46 -1.932 0.755 -2.712
O20 -0.823 4.211 6.454
H47 -0.762 3.383 6.071
H48 -0.598 4.698 5.645
O21 3.091 1.590 4.744
H49 2.677 2.089 4.075
H50 3.840 2.067 4.720

Summary:
M in g mol⁻¹: 591.4
Highest occupied orbital energy in eV: -9.56
Net charge: 0
Kohn-Sham gap in Eh: 0.3100
Relative energy (zero: lowest compared OMol25 entry of this formula, charge and spin) in kcal per mole: 49.4

Löwdin population analysis, charges in e, atoms 1 to 6: number 1, C, carries -0.069; number 2, C, carries -0.241; number 3, C, carries -0.161; number 4, C, carries -0.068; number 5, N, carries -0.209; number 6, C, carries -0.041



(4)
Below is one molecule with the formula C22H23BrN2O4, with properties calculated with wB97M-V/def2-TZVPD.

Positions of all 52 atoms, in Å:
C1 8.170 1.680 0.067
C2 6.960 2.487 -0.380
O1 5.754 1.985 0.203
C3 5.162 0.956 -0.406
O2 5.574 0.430 -1.406
C4 3.877 0.581 0.310
C5 3.492 -0.867 0.016
C6 2.138 -1.206 0.642
N1 1.126 -0.279 0.194
C7 0.059 -0.575 -0.583
O3 -0.627 0.286 -1.107
C8 -0.255 -2.027 -0.788
C9 -0.348 -2.476 -2.099
C10 -0.645 -3.796 -2.383
C11 -0.863 -4.687 -1.345
C12 -0.808 -4.250 -0.036
C13 -0.526 -2.917 0.258
N2 -0.471 -2.534 1.607
C14 -0.857 -1.371 2.216
O4 -0.438 -1.104 3.326
C15 -1.832 -0.512 1.499
C16 -1.778 0.861 1.722
C17 -2.651 1.712 1.077
C18 -3.599 1.175 0.223
Br1 -4.795 2.334 -0.683
C19 -3.708 -0.192 0.032
C20 -2.823 -1.036 0.674
C21 1.439 1.107 0.472
C22 2.758 1.509 -0.181
H1 9.073 2.122 -0.343
H2 8.085 0.657 -0.291
H3 8.238 1.671 1.152
H4 6.864 2.455 -1.470
H5 7.029 3.522 -0.040
H6 4.023 0.734 1.383
H7 3.444 -1.004 -1.066
H8 4.251 -1.547 0.407
H9 1.861 -2.222 0.360
H10 2.208 -1.145 1.735
H11 -0.169 -1.770 -2.895
H12 -0.701 -4.130 -3.408
H13 -1.086 -5.723 -1.554
H14 -0.992 -4.937 0.777
H15 0.000 -3.180 2.230
H16 -1.032 1.250 2.398
H17 -2.596 2.779 1.228
H18 -4.469 -0.591 -0.620
H19 -2.913 -2.102 0.530
H20 0.618 1.712 0.084
H21 1.506 1.233 1.559
H22 2.990 2.545 0.067
H23 2.665 1.423 -1.265

Summary:
M in g mol⁻¹: 459.3
Structure (SMILES): CCOC(=O)C1CCN(C(=O)c2ccccc2NC(=O)c2ccc(Br)cc2)CC1
Highest occupied orbital energy in eV: -8.90
Net charge: 0
Kohn-Sham gap in Eh: 0.3428
Relative energy (zero: lowest compared OMol25 entry of this formula, charge and spin) in kcal per mole: 6.0

Löwdin population analysis, charges in e, atoms 1 to 6: number 1, C, carries -0.062; number 2, C, carries -0.213; number 3, O, carries 0.000; number 4, C, carries -0.479; number 5, O, carries 0.125; number 6, C, carries -0.223



(5)
Below is C21H31BeF5P2 as an isolated structure at a distorted geometry, with properties calculated with wB97M-V/def2-TZVPD.

Positions of all 60 atoms, in Å:
P1 0.043 -3.319 -0.746
P2 0.272 0.723 -2.334
C1 -0.503 -1.962 -1.865
C2 0.616 -1.052 -2.387
H1 -1.253 -1.389 -1.274
H2 -1.034 -2.407 -2.728
H3 1.570 -1.185 -1.866
H4 0.811 -1.284 -3.447
C3 -1.246 1.141 -3.229
H5 -1.521 2.184 -3.001
H6 -2.073 0.469 -2.959
H7 -1.035 1.050 -4.311
C4 1.534 1.561 -3.344
H8 1.182 1.555 -4.387
H9 2.493 1.029 -3.267
H10 1.654 2.603 -3.018
C5 -1.062 -4.671 -1.289
H11 -1.097 -5.431 -0.497
H12 -0.699 -5.128 -2.219
H13 -2.073 -4.258 -1.441
C6 1.777 -3.769 -1.175
H14 2.397 -2.866 -1.290
H15 1.813 -4.361 -2.101
H16 2.192 -4.361 -0.342
Be1 0.138 -3.196 1.197
C7 0.444 4.453 1.465
C8 -0.797 4.800 1.105
C9 -1.675 3.936 0.240
C10 -1.672 2.453 0.736
C11 -1.078 1.468 -0.142
C12 0.273 1.524 -0.658
C13 0.955 2.896 -0.553
C14 1.206 3.279 0.924
C15 0.161 -4.560 2.177
H17 0.995 5.022 2.220
H18 -1.248 5.726 1.473
H19 -1.356 3.979 -0.809
H20 -2.707 4.325 0.243
H21 -1.199 2.382 1.736
H22 -2.738 2.187 0.872
H23 -1.649 0.556 -0.321
H24 0.914 0.777 -0.122
H25 0.375 3.672 -1.072
H26 1.943 2.841 -1.043
H27 1.085 2.391 1.567
H28 2.275 3.537 1.012
H29 0.697 -4.358 3.113
H30 0.638 -5.428 1.721
H31 -0.877 -4.794 2.434
F1 -2.361 -1.823 2.348
C16 -1.163 -1.247 2.668
C17 -0.001 -1.669 2.063
C18 1.174 -1.030 2.410
F2 2.365 -1.417 1.859
C19 1.204 0.022 3.340
F3 2.369 0.629 3.652
C20 0.023 0.432 3.946
F4 0.019 1.429 4.848
C21 -1.174 -0.218 3.627
F5 -2.312 0.150 4.237

Summary:
M in g mol⁻¹: 449.4
Highest occupied orbital energy in eV: -4.53
Net charge: 0
Kohn-Sham gap in Eh: 0.1639
Relative energy (zero: lowest compared OMol25 entry of this formula, charge and spin) in kcal per mole: 0.4

Löwdin population analysis, charges in e, atoms 1 to 6: number 1, P, carries 0.921; number 2, P, carries 0.962; number 3, C, carries -0.348; number 4, C, carries -0.330; number 5, H, carries 0.079; number 6, H, carries 0.093



(6)
Below is a 2-piece molecular cluster, C7H14N3O overall at a distorted geometry, with properties calculated with wB97M-V/def2-TZVPD.

Positions of all 25 atoms, in Å:
C1 -0.807 2.267 -0.826
C2 -2.016 2.777 -1.306
C3 0.860 -3.108 1.377
C4 1.110 0.833 -0.465
C5 -3.281 2.006 -1.004
C6 0.217 -4.285 1.838
C7 3.403 0.617 -0.953
N1 -0.077 1.256 -0.598
N2 -1.195 3.313 -0.123
N3 0.408 -1.914 1.378
O1 2.076 1.287 -1.123
H1 -2.076 3.508 -2.074
H2 1.851 -3.339 0.863
H3 1.215 -0.108 -0.054
H4 -4.287 2.676 -1.009
H5 -3.138 1.623 -0.034
H6 -3.507 1.213 -1.719
H7 0.414 -5.282 1.277
H8 -0.869 -4.128 2.030
H9 0.621 -4.358 2.834
H10 3.776 0.683 -1.963
H11 3.215 -0.420 -0.600
H12 4.136 1.207 -0.340
H13 -1.502 3.626 0.865
H14 -0.548 -1.949 1.726

Summary:
M in g mol⁻¹: 156.2
Highest occupied orbital energy in eV: -13.19
Net charge: +1
Kohn-Sham gap in Eh: 0.3652
Relative energy (zero: lowest compared OMol25 entry of this formula, charge and spin) in kcal per mole: 106.3

Löwdin population analysis, charges in e, atoms 1 to 6: number 1, C, carries -0.277; number 2, C, carries -0.173; number 3, C, carries -0.352; number 4, C, carries -0.198; number 5, C, carries -0.029; number 6, C, carries -0.109